104
Properties=species:S:1:pos:R:3:mulliken_charge:R:1 method="wB97M-V/def2-TZVPD" e_homo_ev=-4.50 max_force_ha_per_bohr=0.01511 e_above_lowest_kj_mol=115.2 total_charge=-1 orbital_gap_ev=6.79 total_energy_ev=-227131.6480 lumo_energy_ev=2.288
Pb -1.190 -1.389 0.462 1.30
C 2.936 -3.504 2.266 -0.70
C 1.636 -3.433 1.727 -0.49
N 0.777 -2.503 2.054 -0.37
C 1.144 -1.527 2.927 -0.39
C 2.445 -1.481 3.476 1.58
C 3.330 -2.529 3.136 -0.61
C 2.835 -0.386 4.280 -0.98
C 1.942 0.624 4.494 -1.48
C 0.628 0.564 3.993 0.15
C 0.176 -0.511 3.251 -0.08
N -1.101 -0.648 2.736 0.12
C -2.197 -0.271 3.447 0.49
C -2.243 0.124 4.782 -0.78
C -3.440 0.509 5.407 -0.89
C -4.642 0.507 4.755 -1.08
C -4.675 0.043 3.419 1.39
C -5.872 -0.080 2.678 -0.71
C -5.853 -0.590 1.412 -1.07
C -4.617 -0.978 0.863 -0.38
N -3.492 -0.851 1.521 0.15
C -3.480 -0.353 2.778 -0.38
H 3.599 -4.306 1.972 0.43
H 1.303 -4.169 0.999 0.52
H 4.330 -2.523 3.554 0.43
H 3.846 -0.343 4.667 0.37
H 2.240 1.501 5.057 0.37
H -0.040 1.394 4.174 0.69
H -1.337 0.142 5.367 0.62
H -3.394 0.823 6.444 0.39
H -5.559 0.816 5.241 0.39
H -6.804 0.226 3.141 0.41
H -6.756 -0.705 0.829 0.47
H -4.560 -1.391 -0.140 0.59
O -4.045 1.581 -2.854 -0.67
As -3.213 0.092 -2.437 0.11
O -4.278 -1.180 -2.697 -0.81
O -2.533 0.337 -0.962 0.43
C -2.167 -0.284 -3.993 0.13
C -1.483 0.626 -4.781 -0.27
C -1.060 0.236 -6.044 -0.77
C -1.345 -1.040 -6.512 -0.63
C -2.008 -1.962 -5.714 -0.54
C -2.403 -1.575 -4.446 0.26
S -3.104 -2.751 -3.259 1.26
O -4.283 -3.473 -3.617 -0.83
O -2.067 -4.038 -3.898 -0.64
O -2.449 -2.665 -1.976 -0.22
H -4.003 2.155 -2.078 0.38
H -1.308 1.632 -4.422 0.47
H -0.523 0.936 -6.672 0.42
H -1.029 -1.333 -7.506 0.39
H -2.185 -2.972 -6.051 0.48
C 1.874 3.759 -1.454 -1.99
C 1.009 2.498 -1.465 2.88
C -0.431 2.900 -1.796 -2.19
C 1.525 1.538 -2.540 -1.46
Si 1.025 1.572 0.207 -2.45
O 0.417 0.097 0.056 0.96
C 0.048 2.588 1.469 1.22
C 0.614 3.508 2.354 -0.10
C -0.150 4.155 3.317 -0.74
C -1.507 3.879 3.427 -0.84
C -2.095 2.974 2.553 -0.72
C -1.327 2.349 1.580 0.14
C 2.839 1.428 0.751 1.31
C 3.699 2.497 1.031 -0.72
C 5.033 2.295 1.355 -0.98
C 5.553 1.007 1.389 -0.97
C 4.725 -0.069 1.111 -1.01
C 3.385 0.145 0.810 0.30
H 1.755 4.303 -2.400 0.50
H 2.934 3.523 -1.340 0.39
H 1.585 4.441 -0.647 0.29
H -0.480 3.331 -2.806 0.58
H -0.803 3.654 -1.097 0.26
H -1.104 2.044 -1.742 0.34
H 1.510 2.021 -3.526 0.53
H 0.912 0.635 -2.592 0.00
H 2.556 1.230 -2.339 0.27
H 1.680 3.704 2.323 0.09
H 0.317 4.859 3.996 0.41
H -2.102 4.359 4.194 0.36
H -3.150 2.739 2.643 0.44
H -1.806 1.646 0.904 0.43
H 3.332 3.515 0.985 0.40
H 5.671 3.143 1.572 0.42
H 6.597 0.846 1.631 0.37
H 5.115 -1.080 1.139 0.52
H 2.732 -0.700 0.620 0.59
Br 1.816 -5.479 -4.953 -0.20
C 2.285 -4.002 -3.859 0.26
C 3.556 -3.464 -3.978 -0.46
C 3.916 -2.392 -3.176 -1.02
C 3.015 -1.870 -2.260 -0.87
C 1.750 -2.423 -2.141 0.74
C 1.373 -3.496 -2.944 -0.11
C -0.009 -4.077 -2.804 -0.19
O -0.720 -3.599 -3.849 0.29
O -0.389 -4.779 -1.919 -0.51
H 4.250 -3.883 -4.694 0.39
H 4.905 -1.962 -3.272 0.46
H 3.289 -1.027 -1.642 0.45
H 1.045 -2.001 -1.434 0.56